C56H62CrN5OP2SSi as an isolated structure. Source: the Open Molecules 2025 dataset; level of theory: the ωB97M-V functional and the def2-TZVPD basis.

XYZ file:
```
129
Properties=species:S:1:pos:R:3:forces:R:3:mulliken_charge:R:1
Cr 0.267298 -0.272824 -0.760276 0.6 0.5 3.0 -1.2374
N 2.357600 -0.746925 -0.695670 -0.2 0.3 -0.7 0.6205
C 3.352086 0.308732 -0.834043 0.1 0.1 0.0 -1.2140
C 4.700514 -0.003703 -0.941784 0.0 -0.2 0.0 0.0272
C 5.639858 1.012112 -0.995924 0.1 0.0 0.1 -0.9384
C 5.240031 2.343693 -0.960340 -0.1 0.1 0.0 -0.8671
C 3.892832 2.653014 -0.890315 0.1 -0.1 0.1 0.0422
C 2.944865 1.633216 -0.809235 -0.2 0.0 0.1 -0.0596
P 1.159597 1.960749 -0.814649 0.6 0.4 -0.4 3.1972
C 1.009349 2.897162 -2.374335 -0.1 -0.1 0.0 0.9524
C 1.028676 2.163848 -3.562507 0.0 0.1 0.1 -0.1856
C 0.932491 2.801683 -4.787754 0.0 -0.1 0.0 -0.7783
C 0.828274 4.187430 -4.836866 -0.1 0.0 0.0 -0.7266
C 0.818077 4.923712 -3.661729 0.0 0.0 0.0 -0.7888
C 0.911110 4.284413 -2.430709 0.0 0.0 0.0 -0.4207
C 0.803713 3.187443 0.465959 -0.2 -0.1 0.1 0.4588
C -0.455492 3.796571 0.427187 0.1 0.0 0.0 -0.3803
C -0.796491 4.757376 1.361767 -0.1 0.0 -0.1 -0.9505
C 0.115380 5.118750 2.347203 0.0 0.0 0.0 -1.1016
C 1.360200 4.510868 2.395590 0.0 0.0 0.0 -0.6119
C 1.705582 3.537498 1.464422 0.0 0.0 0.0 -0.6966
H 2.402508 -1.115985 0.249310 -0.1 -0.1 0.1 0.0809
H 2.565756 -1.532355 -1.302367 0.1 -0.3 -0.2 -0.0820
H 5.017544 -1.041308 -0.971207 0.0 0.0 0.0 0.5599
H 6.692583 0.761360 -1.050176 -0.1 0.0 -0.1 0.4567
H 5.977442 3.134845 -1.003702 0.0 0.0 0.0 0.4904
H 3.564265 3.686347 -0.885618 0.1 0.0 0.0 0.5132
H 1.124934 1.084725 -3.524665 0.0 0.0 -0.1 -0.1553
H 0.933172 2.222284 -5.703126 0.0 0.0 0.0 0.4635
H 0.758985 4.690336 -5.793619 0.0 0.0 0.0 0.4521
H 0.737851 6.003236 -3.701062 0.0 0.0 0.0 0.4827
H 0.911188 4.869784 -1.520211 0.0 0.0 0.0 0.4318
H -1.159675 3.525274 -0.352360 0.1 0.1 0.1 0.6946
H -1.766526 5.240183 1.316787 0.1 0.0 0.0 0.4658
H -0.146911 5.877242 3.074499 0.0 0.0 0.0 0.4061
H 2.076722 4.796348 3.155073 0.0 0.0 0.0 0.4599
H 2.677192 3.066541 1.519818 0.1 -0.1 0.0 0.3030
N -0.264565 -4.073917 -0.759011 0.8 0.4 0.1 0.1742
P -0.745057 -2.502683 -1.202362 -0.7 -0.8 -0.7 2.8060
C -0.798577 -2.575599 -3.017461 0.0 0.3 0.1 0.3358
C -1.594906 -3.481938 -3.709744 0.0 0.0 0.0 -0.7282
C -1.620008 -3.456894 -5.095734 0.0 0.0 0.0 -0.8552
C -0.849622 -2.532078 -5.793681 0.0 0.0 0.0 -0.7709
C -0.044688 -1.632067 -5.110114 0.1 0.1 0.0 -0.6744
C -0.021509 -1.664161 -3.725868 -0.1 -0.1 0.1 0.0761
C -2.505160 -2.657802 -0.718008 0.1 0.2 0.2 -0.0055
C -3.515924 -2.095079 -1.501469 0.0 -0.1 0.0 -0.4256
C -4.845945 -2.221243 -1.125871 0.0 0.0 0.0 -0.9856
C -5.183053 -2.896578 0.041009 0.0 0.0 0.0 -0.6873
C -4.184418 -3.437783 0.836756 -0.1 0.0 0.1 -0.8530
C -2.854389 -3.317609 0.461929 0.1 0.0 0.0 -0.3371
C 1.005545 -4.584857 -1.040777 0.1 0.1 -0.2 0.4519
C 1.329799 -5.907174 -0.729274 -0.2 -0.1 0.1 -0.8493
C 2.581287 -6.376002 -1.062452 0.0 0.0 0.0 -0.4610
C 3.470212 -5.533190 -1.723653 0.1 -0.1 0.0 -0.9278
C 3.059070 -4.249370 -1.991938 -0.1 0.2 0.0 -0.2843
N 1.854450 -3.762108 -1.651374 0.0 0.1 0.1 -0.1446
H -0.908314 -4.685736 -0.290650 -0.2 0.0 0.0 0.2655
H -2.204865 -4.195431 -3.166788 0.0 0.0 0.0 0.4976
H -2.242179 -4.160289 -5.634662 0.0 0.0 0.0 0.4748
H -0.873781 -2.518325 -6.875993 0.0 0.0 0.0 0.4433
H 0.565958 -0.924545 -5.657873 0.0 0.0 0.0 0.5366
H 0.627951 -0.981155 -3.175261 0.1 0.0 -0.1 0.1370
H -3.271035 -1.584822 -2.420351 0.0 0.0 -0.1 0.6422
H -5.622407 -1.806389 -1.757555 0.0 0.0 0.0 0.5219
H -6.223636 -3.011119 0.321785 0.1 0.0 0.0 0.4513
H -4.443765 -3.962013 1.748895 0.0 0.0 0.0 0.5016
H -2.089137 -3.739109 1.105752 0.0 0.0 0.0 0.0928
H 0.599562 -6.544161 -0.242515 0.1 0.0 0.0 0.5503
H 2.863499 -7.392488 -0.819982 0.0 0.0 0.0 0.4696
H 4.452371 -5.870999 -2.021810 0.0 0.0 0.0 0.4519
H 3.720798 -3.568130 -2.521653 -0.1 0.0 0.1 0.4243
C -2.071352 -0.617841 2.680724 0.0 -0.1 0.1 -1.0864
C -1.016865 0.223934 3.402288 0.4 0.1 0.0 2.2493
C -1.210107 1.704683 3.052017 0.0 -0.1 0.1 -0.9370
C -1.165730 -0.005585 4.912208 0.0 0.0 0.0 -1.8796
Si 0.679568 -0.350502 2.721630 -0.4 0.1 0.9 -0.7432
O 0.497879 -0.243342 1.089034 -0.5 -0.3 -2.2 0.7339
C 2.180982 0.611298 3.304027 -0.2 0.1 0.0 1.1040
C 3.415027 0.373270 2.690535 -0.1 0.1 0.0 -0.4279
C 4.572099 1.002277 3.125047 0.0 0.0 0.0 -0.6655
C 4.522428 1.868115 4.212849 -0.1 0.0 0.0 -0.7738
C 3.313730 2.093325 4.858224 0.0 0.0 0.0 -0.8326
C 2.154715 1.474198 4.402272 0.0 0.0 0.0 0.1260
C 1.029445 -2.105819 3.274614 0.0 0.1 -0.2 0.3021
C 1.425906 -2.315468 4.600318 0.0 0.0 0.0 -0.6460
C 1.672417 -3.594388 5.077292 0.0 0.0 0.0 -0.9022
C 1.543026 -4.686551 4.228383 0.0 0.0 0.0 -0.7755
C 1.181246 -4.493750 2.902892 0.0 0.0 0.0 -0.7572
C 0.922956 -3.210980 2.433236 0.0 0.0 0.1 0.2537
H -3.084661 -0.277270 2.934793 0.1 -0.1 0.0 0.6217
H -1.989547 -1.670110 2.972754 -0.1 0.1 -0.1 0.4695
H -1.939564 -0.565618 1.596813 0.0 -0.1 0.0 -0.8461
H -2.208132 2.045251 3.359659 0.1 0.0 0.0 0.6013
H -1.103037 1.862377 1.974555 -0.1 0.0 0.1 -0.2953
H -0.472545 2.339680 3.552622 -0.1 0.0 -0.1 0.2325
H -2.173700 0.277536 5.239641 0.1 0.0 0.0 0.5521
H -0.452828 0.585168 5.492787 -0.1 -0.1 0.0 0.2541
H -1.016569 -1.058075 5.167157 0.0 0.1 0.0 0.4320
H 3.483619 -0.327913 1.862308 0.1 0.0 0.1 0.3706
H 5.516570 0.811319 2.627354 -0.1 0.0 0.0 0.4988
H 5.425127 2.355570 4.561136 0.0 0.0 0.0 0.4217
H 3.272540 2.742188 5.724910 0.0 0.0 0.0 0.4976
H 1.221141 1.663161 4.922429 0.1 0.0 -0.1 0.0431
H 1.551775 -1.464315 5.265262 0.0 -0.1 0.0 0.4070
H 1.971184 -3.741942 6.108137 0.0 0.0 0.0 0.4517
H 1.732962 -5.686651 4.598720 0.0 0.0 0.0 0.4133
H 1.108742 -5.346734 2.241254 0.0 0.0 -0.1 0.4279
H 0.637348 -3.059961 1.398496 0.0 -0.1 0.0 0.3225
C -3.448406 2.883221 -4.100254 0.1 0.0 0.1 -1.2941
C -2.636114 3.362357 -2.904193 -0.2 -0.1 -0.2 0.1529
N -3.106148 2.777803 -1.635603 -0.1 0.1 -0.3 -0.0629
C -2.696060 1.635165 -1.108399 0.2 0.0 0.3 0.5304
S -1.596991 0.625648 -1.988064 0.1 -0.4 -0.4 -0.2678
N -3.160529 1.233620 0.063758 -0.2 0.0 0.0 0.6321
C -4.216425 1.889721 0.838373 -0.1 0.0 -0.1 -0.7255
C -5.613375 1.577301 0.308669 0.0 0.0 0.0 -1.1624
H -3.121976 3.410710 -4.997858 0.0 0.0 0.0 0.4343
H -4.512678 3.077104 -3.955639 0.0 0.0 0.0 0.3806
H -3.298863 1.812982 -4.257563 -0.1 0.1 0.0 0.2373
H -2.712589 4.443251 -2.798673 0.0 0.0 0.1 0.5008
H -1.586789 3.107639 -3.031120 0.1 0.0 0.1 -0.3168
H -3.897078 3.237170 -1.206814 0.0 0.0 0.0 0.3382
H -2.883004 0.309134 0.352723 0.0 0.0 0.0 -1.0769
H -4.027185 2.965862 0.859084 0.1 0.0 0.0 0.4803
H -4.115250 1.529275 1.859208 0.1 0.1 0.0 0.3316
H -5.735408 1.885082 -0.733322 0.0 0.0 0.1 0.2716
H -6.359005 2.099972 0.910517 0.0 0.0 -0.1 0.4507
H -5.810067 0.505630 0.371178 0.0 0.1 0.0 0.2687
```
Positions in Å, forces in eV/Å.

Values from the calculation:
HOMO (alpha / beta) ... -12.97 / -12.97 eV
Molecular weight ... 995.243 g/mol
Charge ... +2
Spin multiplicity ... 2